Molecular formula: C2H6N4O2
Method: DFT, ωB97M-V with the def2-TZVPD basis set

Last column: Löwdin charge in e.
Cartesian coordinates (Å):
O (3.2333, -0.5568, 1.1033)  0.006
O (0.5916, -0.6892, -0.2728)  -0.084
N (-1.6067, -0.8586, 0.1212)  -0.146
N (-2.9703, -0.5566, 0.2231)  -0.032
N (-0.8794, 1.1582, 0.4555)  0.137
N (1.6330, 0.2615, -0.4594)  -0.062
C (3.0037, -0.2639, -0.0983)  -0.232
C (-0.6057, 0.0645, 0.0523)  -0.569
H (3.8454, 0.1119, -1.1047)  0.195
H (1.2679, 0.7605, -1.4727)  0.217
H (-3.0293, 0.5615, 0.1769)  0.102
H (-0.0687, 1.9541, 0.6410)  0.156
H (-1.6164, -1.6198, -0.6870)  0.182
H (-2.7984, -0.3274, 1.3217)  0.130

Atoms 1-2, force components in eV/Å:
-0.63 0.44 -5.83
-0.94 2.00 0.78

Total charge: 0
Molecular weight, Da: 118.1
Calculated total energy, eV: -12219.8538
Relative energy (zero: lowest compared OMol25 entry of this formula, charge and spin), kcal per mole: 156.8